{
  "formula": "C72H180N6O24P6",
  "method": "ωB97M-V/def2-TZVPD",
  "species": ["C", "C", "O", "P", "O", "O", "C", "C", "O", "C", "C", "H", "H", "H", "H", "H", "H", "H", "H", "H", "H", "H", "H", "H", "H", "H", "C", "C", "O", "P", "O", "O", "C", "C", "O", "C", "C", "H", "H", "H", "H", "H", "H", "H", "H", "H", "H", "H", "H", "H", "H", "H", "C", "C", "O", "P", "O", "O", "C", "C", "O", "C", "C", "H", "H", "H", "H", "H", "H", "H", "H", "H", "H", "H", "H", "H", "H", "H", "C", "C", "O", "P", "O", "O", "C", "C", "O", "C", "C", "H", "H", "H", "H", "H", "H", "H", "H", "H", "H", "H", "H", "H", "H", "H", "C", "C", "O", "P", "O", "O", "C", "C", "O", "C", "C", "H", "H", "H", "H", "H", "H", "H", "H", "H", "H", "H", "H", "H", "H", "H", "C", "C", "O", "P", "O", "O", "C", "C", "O", "C", "C", "H", "H", "H", "H", "H", "H", "H", "H", "H", "H", "H", "H", "H", "H", "H", "C", "C", "N", "C", "C", "C", "C", "H", "H", "H", "H", "H", "H", "H", "H", "H", "H", "H", "H", "H", "H", "H", "C", "C", "N", "C", "C", "C", "C", "H", "H", "H", "H", "H", "H", "H", "H", "H", "H", "H", "H", "H", "H", "H", "C", "C", "N", "C", "C", "C", "C", "H", "H", "H", "H", "H", "H", "H", "H", "H", "H", "H", "H", "H", "H", "H", "C", "C", "N", "C", "C", "C", "C", "H", "H", "H", "H", "H", "H", "H", "H", "H", "H", "H", "H", "H", "H", "H", "C", "C", "N", "C", "C", "C", "C", "H", "H", "H", "H", "H", "H", "H", "H", "H", "H", "H", "H", "H", "H", "H", "C", "C", "N", "C", "C", "C", "C", "H", "H", "H", "H", "H", "H", "H", "H", "H", "H", "H", "H", "H", "H", "H"],
  "coordinates": [[-10.8802, -2.4162, 0.5664], [-9.3420, -2.0472, 0.6764], [-9.2060, -0.6325, 0.9787], [-7.8106, 0.0147, 1.3277], [-7.8331, 1.4551, 1.7168], [-7.2514, -0.9380, 2.5901], [-6.0213, -1.6257, 2.4255], [-5.6193, -2.0526, 3.7952], [-6.9934, -0.3242, 0.0226], [-5.7008, 0.2686, -0.4476], [-5.8465, 0.4774, -1.9857], [-11.3429, -2.0156, -0.3615], [-10.9476, -3.4893, 0.4356], [-11.3688, -2.0934, 1.4785], [-8.9259, -2.6495, 1.5101], [-8.7970, -2.2190, -0.3109], [-6.2951, -2.4749, 1.8294], [-5.2297, -1.0910, 1.9177], [-5.3793, -1.1510, 4.3985], [-6.3974, -2.6344, 4.3497], [-4.6769, -2.6486, 3.7109], [-5.5346, 1.1730, 0.0419], [-4.9056, -0.3961, -0.2358], [-5.7030, -0.4800, -2.5326], [-6.8585, 0.8828, -2.2017], [-5.1196, 1.1863, -2.4286], [4.1926, 6.3746, -0.1360], [3.2011, 5.9538, 0.9380], [1.7935, 5.9153, 0.4011], [1.0313, 7.2797, 0.0983], [1.8704, 8.4756, 0.3214], [0.7542, 6.9767, -1.4329], [0.1109, 8.0641, -2.1445], [0.9929, 9.2611, -2.5350], [-0.4410, 7.2380, 0.7914], [-0.7053, 8.2476, 1.8458], [0.2096, 8.0898, 2.9909], [3.8116, 7.2843, -0.6722], [5.3069, 6.4772, 0.1570], [4.0678, 5.5764, -0.8785], [3.3203, 4.9151, 1.3220], [3.1518, 6.5666, 1.8782], [-0.3538, 7.5954, -3.0305], [-0.7313, 8.4228, -1.5139], [1.0729, 9.9249, -1.6465], [1.9788, 8.9073, -2.9005], [0.4221, 9.8195, -3.2969], [-0.6365, 9.2183, 1.3311], [-1.7686, 8.0629, 2.0629], [-0.1316, 8.7657, 3.8124], [0.2326, 7.1107, 3.3775], [1.2428, 8.4004, 2.7893], [0.0515, 3.2967, 3.1099], [-1.0219, 2.1910, 3.1101], [-1.2556, 1.7806, 1.7032], [-1.5977, 0.3096, 1.2617], [-2.9162, -0.1707, 1.5963], [-1.3109, 0.3111, -0.3088], [-2.3624, 0.5838, -1.2876], [-1.7296, 0.8724, -2.6601], [-0.3231, -0.5357, 1.7495], [-0.2372, -1.9468, 1.5611], [1.2234, -2.3284, 1.8120], [0.3361, 3.4295, 4.1834], [1.0019, 2.9747, 2.6221], [-0.3544, 4.2184, 2.7503], [-0.7577, 1.2993, 3.6255], [-1.9652, 2.5203, 3.4953], [-2.9782, -0.3179, -1.3002], [-3.0352, 1.3162, -0.7399], [-0.9679, 0.1263, -2.8507], [-2.4836, 0.9696, -3.4350], [-1.2165, 1.8206, -2.6164], [-0.8578, -2.4222, 2.2753], [-0.4911, -2.2346, 0.5246], [1.5970, -1.9805, 2.7650], [1.1404, -3.4149, 1.8058], [1.7684, -1.9702, 0.9633], [-2.1498, 5.9318, 4.8869], [-1.7306, 4.8976, 5.8141], [-0.2963, 4.9979, 6.1066], [0.2903, 5.8734, 7.2542], [-0.6898, 6.5791, 8.0733], [1.1287, 4.7908, 8.0953], [1.8110, 3.6923, 7.4819], [2.0419, 2.5067, 8.3865], [1.2157, 6.8927, 6.5064], [1.8854, 8.0068, 7.1788], [3.0680, 7.4653, 7.9406], [-1.8530, 5.7866, 3.8573], [-3.2484, 6.0608, 4.8551], [-1.8509, 6.9758, 5.1663], [-2.1962, 5.0881, 6.8576], [-1.8308, 3.8554, 5.5993], [1.2353, 3.3847, 6.5789], [2.7772, 4.0382, 7.1235], [2.6342, 2.9069, 9.1987], [1.2028, 2.0739, 8.8953], [2.6850, 1.8399, 7.8106], [2.1987, 8.6887, 6.3964], [1.1678, 8.5305, 7.8524], [3.5946, 6.8969, 7.1670], [3.7312, 8.1844, 8.3584], [2.6594, 6.6800, 8.6951], [6.1133, -2.0828, -2.3312], [4.6243, -1.8104, -2.5249], [4.4195, -1.2427, -3.7893], [4.5305, -1.9239, -5.2346], [4.0027, -3.2951, -5.3585], [3.8412, -0.8524, -6.1897], [4.5876, 0.3304, -6.5110], [4.7632, 0.3715, -8.0393], [6.0694, -1.8026, -5.6783], [6.7339, -2.9436, -6.3467], [8.1011, -3.0364, -5.8096], [6.4768, -2.8726, -3.0430], [6.8178, -1.2503, -2.5023], [6.2634, -2.4993, -1.3463], [4.0949, -2.8208, -2.4414], [4.2137, -1.0576, -1.7850], [4.0684, 1.2341, -6.1788], [5.5916, 0.2646, -6.0524], [5.3831, 1.1292, -8.2903], [5.3338, -0.5240, -8.3098], [3.7776, 0.4787, -8.6128], [6.1365, -3.8324, -6.1027], [6.6985, -2.8106, -7.4630], [7.9696, -2.8203, -4.7588], [8.5151, -4.0578, -5.9012], [8.7830, -2.3350, -6.2198], [3.4659, 0.1411, 2.3739], [4.2033, 1.3973, 2.1462], [3.6251, 2.2180, 1.0887], [3.7176, 1.8163, -0.3895], [3.2881, 0.4438, -0.5791], [2.8450, 2.8987, -1.0923], [1.5091, 3.0509, -0.7677], [0.8134, 3.6820, -1.9598], [5.1678, 2.1507, -0.8720], [5.2163, 2.0093, -2.3164], [6.6711, 1.9121, -2.7051], [3.3887, -0.5166, 1.5512], [3.9321, -0.4358, 3.2278], [2.4770, 0.4016, 2.6739], [4.3129, 2.0914, 2.9584], [5.2224, 1.1586, 1.7619], [0.9817, 2.0965, -0.6290], [1.3199, 3.7187, 0.1089], [1.1663, 4.6225, -2.3508], [0.7720, 2.9815, -2.8103], [-0.2191, 3.9374, -1.6014], [4.6513, 1.0909, -2.6381], [4.7320, 2.9514, -2.6763], [7.1649, 2.7502, -2.3466], [7.0942, 0.9901, -2.3451], [6.7236, 1.9664, -3.7859], [-0.7023, -5.2224, -10.8259], [-0.2348, -4.1264, -9.8069], [0.9740, -4.4424, -9.0068], [1.6367, -3.1775, -8.6107], [2.6217, -2.7183, -9.7422], [0.7687, -5.4541, -7.9290], [2.0335, -6.2185, -7.4936], [-1.1075, -4.8678, -11.7672], [-1.5011, -5.7770, -10.3748], [0.2138, -5.8298, -10.9877], [0.0703, -3.2128, -10.3668], [-1.0966, -3.9262, -9.1707], [0.9309, -2.4449, -8.3126], [2.1517, -3.4552, -7.6875], [1.9867, -2.4192, -10.5822], [3.2946, -1.9745, -9.3087], [3.1280, -3.5778, -10.0684], [0.1104, -6.2093, -8.4136], [0.2054, -5.0345, -7.1195], [1.7579, -7.1908, -7.0223], [2.5961, -5.7011, -6.7235], [2.6134, -6.4298, -8.3545], [2.4720, -7.4825, -1.9740], [1.0259, -7.0896, -1.7219], [0.8951, -5.7133, -1.2973], [-0.0408, -5.5285, -0.2062], [0.5276, -5.9997, 1.1442], [0.7766, -4.8069, -2.3980], [1.1107, -3.2750, -2.1956], [3.0596, -7.1849, -1.0917], [2.8963, -7.0179, -2.8613], [2.5680, -8.5724, -2.2480], [0.3715, -7.3294, -2.6242], [0.5747, -7.7114, -0.9465], [-0.2090, -4.4428, -0.1627], [-1.0576, -5.8927, -0.4726], [1.0437, -6.9678, 1.0208], [1.3094, -5.2647, 1.4094], [-0.1482, -6.1055, 1.9827], [-0.1544, -4.9934, -2.8728], [1.5049, -5.1231, -3.1549], [0.1883, -2.8223, -1.8440], [1.4200, -2.9058, -3.2156], [1.8733, -3.1513, -1.4391], [-2.9250, -4.9841, -3.9350], [-3.1172, -4.1117, -2.7454], [-4.4284, -4.1623, -2.0750], [-5.4090, -3.4983, -2.9757], [-6.8191, -3.3271, -2.4589], [-4.3175, -3.4463, -0.7968], [-3.9178, -4.3609, 0.3536], [-1.9425, -4.9104, -4.3919], [-3.6110, -4.7744, -4.7473], [-3.0527, -6.0745, -3.7380], [-2.4287, -4.4300, -1.9894], [-2.8672, -3.0577, -3.0098], [-4.9742, -2.5330, -3.2888], [-5.3318, -4.0550, -3.9005], [-7.2669, -4.2799, -2.0988], [-6.7312, -2.6777, -1.5937], [-7.4263, -2.7378, -3.1514], [-5.2793, -2.9834, -0.4639], [-3.5659, -2.7348, -0.8750], [-3.7410, -3.7498, 1.2237], [-2.9980, -4.9344, 0.1646], [-4.6917, -5.1160, 0.4306], [-6.1365, 4.2638, -1.0965], [-5.5562, 4.6795, 0.2028], [-4.2471, 4.0430, 0.4468], [-3.8674, 4.1809, 1.8685], [-4.5790, 3.2059, 2.7329], [-3.1694, 4.4450, -0.5155], [-2.9862, 5.9376, -0.6856], [-6.0673, 3.1069, -1.0774], [-5.5935, 4.4797, -1.9902], [-7.2185, 4.4652, -1.1413], [-5.4339, 5.7779, 0.1356], [-6.2603, 4.3500, 1.0065], [-2.8447, 3.9475, 1.8629], [-4.0076, 5.2606, 2.0922], [-5.6814, 3.3069, 2.6158], [-4.3071, 2.1378, 2.5617], [-4.4479, 3.3466, 3.8088], [-3.3429, 4.0279, -1.4788], [-2.2628, 3.9741, -0.1229], [-3.8491, 6.2880, -1.2838], [-2.1039, 6.1261, -1.3239], [-2.7740, 6.4424, 0.1970], [3.7513, -6.8394, 2.2327], [4.8003, -5.7668, 2.4700], [4.4172, -4.4783, 1.9296], [4.9279, -4.2005, 0.5623], [4.4289, -5.2175, -0.4467], [4.7632, -3.4488, 2.9093], [3.9535, -3.4999, 4.2268], [3.5048, -6.9130, 1.1270], [2.9098, -6.5973, 2.8081], [4.1104, -7.7854, 2.4690], [4.8426, -5.7076, 3.5674], [5.7673, -6.0499, 2.0550], [4.5289, -3.2148, 0.3212], [6.0812, -4.1889, 0.6416], [3.3305, -5.2787, -0.4127], [4.8379, -5.0108, -1.4546], [4.8393, -6.2064, -0.4088], [4.5936, -2.5100, 2.3534], [5.8007, -3.4364, 3.2104], [4.0362, -2.5455, 4.6906], [4.3531, -4.1987, 5.0535], [2.8647, -3.6505, 4.0624], [0.9739, -1.1592, 6.1714], [-0.2438, -0.7915, 7.0024], [-1.2676, -0.1179, 6.1911], [-2.2946, 0.5805, 6.9976], [-3.4017, 1.2891, 6.1922], [-1.8006, -1.0274, 5.1033], [-2.3762, -2.3948, 5.6012], [1.8359, -1.3974, 6.7612], [1.3392, -0.2611, 5.6100], [1.0258, -2.0134, 5.5395], [-0.5744, -1.7149, 7.5376], [0.0485, -0.0064, 7.7502], [-2.7418, -0.1182, 7.7526], [-1.7628, 1.3783, 7.6349], [-4.0655, 0.6537, 5.5298], [-3.9638, 1.9252, 6.8624], [-2.8227, 2.0227, 5.5168], [-1.0784, -1.2102, 4.3391], [-2.5764, -0.5363, 4.5440], [-1.6236, -3.1258, 5.9557], [-2.8744, -2.8456, 4.7922], [-2.9791, -2.2354, 6.4850]],
  "atomic_forces_ev_per_a": [[1.7, 0.6, -1.0], [-0.8, -0.3, -0.9], [-0.3, -0.3, 0.2], [0.7, 1.2, 2.1], [-0.2, -1.9, -0.7], [-1.0, 2.1, -2.1], [-0.7, -0.8, 0.3], [1.1, -0.3, 1.1], [1.4, -0.2, -0.4], [-2.0, -0.6, -1.9], [-0.3, -0.3, 0.1], [0.3, 0.2, 0.8], [0.0, -0.3, 0.3], [-0.3, 0.0, -0.1], [0.1, 0.4, -0.6], [-0.7, -0.1, 1.4], [0.4, -0.8, -0.5], [0.1, 0.5, 0.0], [-0.1, -0.5, -0.2], [0.6, 0.4, -0.7], [-0.8, 0.3, 0.2], [0.1, 1.6, 1.0], [0.6, -0.9, 0.4], [-0.3, 0.5, 0.4], [0.6, -0.3, 0.1], [-0.2, -0.3, 0.6], [0.1, 0.1, -0.8], [-1.1, 0.0, 1.7], [0.7, 0.4, 0.8], [0.8, -0.4, -0.2], [-0.9, -0.2, 0.4], [-0.4, 0.8, -0.3], [-1.1, 0.1, -0.3], [-0.4, -0.3, 0.7], [1.7, 0.3, -0.2], [-0.7, -0.3, -1.8], [0.5, 2.0, 1.3], [0.6, -0.5, 0.9], [-2.1, -0.2, -0.2], [0.6, 0.0, -0.1], [0.2, 0.6, -0.7], [0.3, -0.1, -1.1], [0.4, 0.1, 0.4], [0.3, -0.1, -0.4], [0.5, -0.5, -0.7], [-0.6, 0.5, 0.2], [0.5, -0.2, 0.1], [0.1, -0.2, 0.5], [0.4, 0.1, 0.2], [0.1, -0.5, -0.4], [-0.1, -1.3, 0.4], [-0.3, -0.1, -0.3], [0.5, -1.7, 1.6], [0.7, 0.3, -1.8], [0.2, 0.3, 0.3], [2.3, 0.2, -1.4], [-1.7, -0.8, 0.8], [0.2, 0.2, -0.2], [-0.7, -0.1, 1.5], [-0.4, 0.6, 1.5], [-1.0, 1.2, 0.1], [1.4, 0.5, -0.4], [-1.8, -0.7, -0.4], [-0.3, 0.2, -0.7], [-0.9, 0.3, -0.1], [0.0, 0.6, -0.5], [0.6, -0.6, 0.8], [-0.6, 0.4, 0.2], [0.1, -0.2, -0.4], [0.7, 0.0, -1.5], [-0.1, -0.3, -0.3], [-0.1, -0.4, -0.1], [0.2, 0.4, 0.0], [-1.0, -0.6, 0.6], [-0.2, 0.2, 0.4], [0.1, 0.2, 0.1], [0.8, -0.1, 0.0], [0.8, 0.1, -0.2], [-1.5, 2.3, -1.3], [0.6, 0.5, 4.3], [0.2, -0.3, -1.2], [-0.8, -0.1, 1.0], [-0.2, -0.1, 0.6], [0.0, 0.4, 0.0], [-0.8, -0.4, -1.6], [1.0, 1.4, 0.4], [1.1, 0.4, -0.5], [-0.8, 0.2, 0.9], [-1.3, -2.6, -0.1], [0.3, -0.2, -0.3], [0.3, -0.6, 0.1], [0.3, -1.1, 0.2], [0.3, -0.4, -1.7], [-0.5, -0.4, -0.7], [0.3, 0.2, 0.6], [0.2, 0.1, 0.0], [0.5, -0.1, 0.4], [-0.7, -0.4, -0.5], [-0.4, -0.4, 0.3], [-0.1, 0.0, -0.2], [0.3, -0.5, -0.6], [0.4, -0.1, 0.4], [0.3, 0.6, 0.5], [1.0, 1.6, -0.9], [0.6, -0.8, -0.7], [0.3, -1.0, 1.3], [-0.4, 0.6, -2.3], [0.0, -0.5, 0.1], [0.0, 0.7, 0.2], [0.0, -0.2, 0.8], [0.5, 0.4, -1.1], [-2.4, -2.4, 0.8], [0.2, -0.6, -0.1], [-1.7, 0.0, -1.0], [0.3, -1.1, 0.9], [-0.6, 0.5, 0.5], [-0.7, 0.0, 0.2], [0.2, 0.0, 0.4], [0.4, 1.4, -0.1], [0.4, -1.1, -0.8], [-0.1, -0.4, 0.3], [-0.6, 0.3, -0.2], [1.8, 2.8, -0.8], [-0.5, -0.1, -0.3], [1.4, -0.4, 0.9], [0.2, 0.2, -0.1], [-0.1, 0.1, 1.0], [0.5, -0.1, 0.5], [-0.2, 0.5, -0.1], [0.6, 0.7, -0.4], [0.1, -0.5, 2.4], [2.1, 0.2, -2.1], [0.0, 0.9, 2.0], [-0.6, -0.4, 0.1], [-0.2, -1.4, -0.7], [1.5, 0.4, -0.3], [-2.7, 1.0, -0.2], [-1.6, -0.1, 0.0], [0.0, -0.2, -0.1], [-0.1, 0.3, -0.6], [-1.6, -0.8, -0.9], [0.2, -0.3, -1.0], [-0.4, 0.7, -0.8], [-1.0, 0.0, 0.3], [-0.2, -0.1, 0.6], [-0.3, 0.2, 0.6], [0.5, -0.1, 0.4], [0.7, -0.7, -0.5], [0.7, 0.3, 0.3], [-0.1, 0.1, 0.4], [0.6, -0.5, -0.5], [0.4, 1.0, 0.3], [0.4, -1.0, -0.3], [1.2, 1.5, 0.9], [0.3, -0.2, 0.1], [0.1, -0.3, -0.3], [1.6, 0.3, 1.0], [0.5, 0.0, -0.8], [-0.4, -0.1, -0.3], [1.3, -2.3, -0.1], [-2.0, 0.4, 1.7], [-0.2, -0.5, -2.0], [-1.3, 0.0, 1.2], [0.3, 0.4, -0.1], [-0.2, -0.8, 0.2], [-0.8, 0.0, -0.2], [-0.6, -0.5, 0.4], [-0.1, 0.5, 0.3], [-0.8, 1.1, 0.0], [0.5, 0.4, -0.1], [0.5, 0.6, 0.0], [-0.1, 0.2, -0.6], [1.0, -1.1, -0.3], [0.2, 0.4, 0.4], [-0.3, 0.3, 0.9], [0.0, 0.6, -0.4], [0.3, 0.3, -0.2], [0.8, -0.1, -0.8], [0.1, -1.1, -0.3], [-0.9, -0.5, -0.8], [0.7, -0.2, 1.1], [-0.7, 0.9, -0.2], [1.0, 0.0, -0.8], [1.9, 0.7, -0.7], [-1.0, -1.7, -0.9], [-0.1, -0.6, -0.5], [0.0, 0.6, 0.0], [-0.1, 0.9, 0.8], [0.6, 0.4, 0.6], [0.3, -0.1, 0.1], [0.1, -0.1, 0.3], [0.3, -0.5, 0.3], [-0.2, 0.3, 0.1], [-0.2, -0.6, 0.0], [-0.5, 0.2, -0.1], [-1.4, 0.4, -0.7], [0.0, -0.2, 0.2], [0.0, 0.7, -0.1], [-0.3, 0.0, 1.3], [0.4, 0.1, 0.0], [-0.4, -1.7, -1.0], [-0.2, 0.5, 0.7], [-0.9, 0.7, -0.5], [1.1, -0.3, -0.4], [0.4, -0.1, 0.7], [-1.3, -1.6, 0.7], [0.3, -0.6, -0.9], [0.3, 0.3, 0.2], [-0.2, 0.2, -0.1], [0.0, 0.7, 0.3], [0.7, 0.0, 0.5], [-0.1, -0.3, 0.1], [-0.3, 0.4, 0.3], [-0.6, -0.4, -0.2], [0.1, 0.6, -0.6], [-0.3, 0.1, 0.3], [-0.1, -0.6, -0.1], [0.8, -0.2, -0.6], [1.3, 2.1, -0.2], [-0.3, 0.0, 0.6], [-0.1, 0.3, -0.1], [-0.2, 0.0, 0.7], [-1.1, -3.8, 0.1], [0.8, 0.3, 0.3], [-0.3, -0.3, -0.5], [-0.5, 1.0, -1.8], [-1.7, -0.9, 0.9], [-0.3, 0.0, 2.1], [0.0, -0.8, -2.7], [-0.4, 1.5, -0.1], [0.2, 0.9, -0.6], [0.5, 0.3, -0.3], [-0.2, -0.1, 0.8], [0.7, 0.6, -0.6], [1.7, 0.0, 0.3], [0.1, -0.5, 0.8], [0.6, -0.4, -0.1], [-0.1, 0.8, -0.4], [0.4, 0.4, 0.0], [-0.4, -0.6, -0.8], [0.0, 0.0, -0.1], [0.3, 0.4, 0.7], [-0.2, -0.2, 0.1], [-0.2, 1.1, 1.7], [0.6, 1.0, -3.0], [-0.5, -0.6, 0.0], [-0.2, 0.1, 0.5], [1.1, -0.7, 1.7], [0.3, 0.5, -0.9], [-1.0, 0.5, -0.6], [-0.1, -1.0, 0.4], [-0.1, 0.2, 1.5], [-1.4, 0.2, 0.6], [0.7, -1.8, 0.8], [0.5, 0.2, -0.4], [0.4, -0.3, 0.2], [0.3, 0.1, -0.2], [-1.3, 0.2, -0.5], [0.4, 0.2, -0.4], [-0.7, 0.8, 0.2], [0.2, -0.7, 1.1], [-0.1, 0.0, 0.6], [0.9, -0.2, -0.1], [0.1, 1.1, 0.4], [-0.6, 0.7, -1.6], [0.7, -0.3, 0.0], [1.3, 1.9, -0.2], [0.0, 0.5, 0.1], [-0.5, -0.7, -1.2], [0.2, -0.3, 1.0], [1.6, 0.5, -1.6], [-0.4, -0.3, 1.8], [1.8, 0.9, 1.0], [0.4, 0.1, 1.2], [-0.6, -0.7, 0.1], [-1.1, -0.7, -0.9], [-0.2, 0.7, -0.1], [0.0, -0.9, -0.4], [0.1, 0.3, -0.4], [-0.6, -1.1, -1.0], [0.8, 0.7, 1.0], [-0.4, -0.1, 0.1], [-1.1, -1.1, 0.6], [1.1, -0.1, -0.2], [-0.5, 0.5, 0.1], [0.1, 0.5, -0.4], [-1.0, -0.6, -0.8], [-0.7, 0.0, -0.1]],
  "multiplicity": 1,
  "lumo_ev": 0.31,
  "orbital_gap_ev": 8.30
}